{"formula": "C5H8O", "method": "ωB97M-V/def2-TZVPD", "symbols": ["C", "C", "C", "C", "O", "C", "H", "H", "H", "H", "H", "H", "H", "H"], "positions_angstrom": [[0.176, -1.286, 0.929], [-0.535, -0.714, -0.267], [-0.814, 0.780, -0.486], [0.387, 1.640, -0.255], [1.264, 0.759, -0.853], [0.152, 0.000, -1.357], [0.976, -0.623, 1.272], [0.630, -2.249, 0.676], [-0.519, -1.442, 1.759], [-1.377, -1.301, -0.632], [-1.807, 1.157, -0.701], [0.608, 1.389, 1.476], [0.718, 2.088, 0.861], [0.141, -0.196, -2.422]], "forces_ev_per_angstrom": [[0.041, 0.014, 0.018], [0.016, -0.143, 0.002], [-0.264, 0.235, 0.046], [-0.059, -0.071, 0.206], [0.088, -0.003, 0.016], [0.001, -0.240, -0.300], [-0.083, -0.070, -0.053], [-0.060, 0.118, 0.026], [0.071, 0.040, -0.104], [0.107, 0.113, 0.035], [0.171, -0.074, 0.036], [-0.034, -0.027, -0.188], [0.020, 0.102, 0.084], [-0.015, 0.005, 0.176]], "energy_ev": -7355.9670, "relative_energy_ev": 6.288, "homo_energy_ev": -8.08, "multiplicity": 1}